A single C23H23F6N3O2 molecule. Source: the OMol25 dataset; level of theory: the ωB97M-V functional and the def2-TZVPD basis.

Geometry as XYZ:
```
57
Properties=species:S:1:pos:R:3:mulliken_charge:R:1
C 6.84560 1.37069 0.06324 -1.13
C 5.71083 1.59673 1.05597 -0.20
C 4.81751 2.78120 0.68766 -0.75
C 4.01336 2.56748 -0.59834 -0.88
N 3.08991 1.47336 -0.45462 0.93
N 1.99720 1.61919 0.29383 -1.45
C 1.37653 0.44055 0.24819 -0.35
C 0.17246 0.07562 0.86884 -0.57
C -0.29207 -1.20217 0.68231 0.67
C -1.54894 -1.69529 1.30187 0.40
O -1.71952 -2.84344 1.65783 -0.68
N -2.52771 -0.75540 1.42900 -0.16
C -3.81843 -1.09739 1.97259 -1.07
C -4.96713 -0.50139 1.20983 0.78
C -5.94592 0.18908 1.92152 -1.01
C -7.02865 0.77699 1.29828 -0.91
C -7.14702 0.68663 -0.08073 0.09
C -8.28905 1.34381 -0.80624 0.93
F -8.82867 0.54561 -1.73891 -0.26
F -7.89529 2.45981 -1.44829 -0.26
F -9.28434 1.70986 0.01108 -0.28
C -6.19250 0.00483 -0.81935 -0.93
C -5.11491 -0.59347 -0.17991 0.56
C -4.12062 -1.32635 -1.05007 1.00
F -4.61689 -1.58364 -2.27022 -0.29
F -3.00145 -0.60456 -1.26119 -0.25
F -3.74293 -2.50518 -0.55298 -0.27
C 0.43389 -2.13386 -0.10006 -1.57
C 1.60200 -1.80357 -0.72194 -0.30
C 2.10275 -0.49663 -0.56626 1.87
C 3.21363 0.24422 -0.99196 -0.12
O 4.27668 0.02312 -1.79980 -0.51
C 4.57456 -1.31595 -2.15873 -0.49
C 5.09016 -2.13668 -0.98298 -1.01
H 6.46133 1.06664 -0.90665 0.18
H 7.42764 2.28113 -0.06390 0.37
H 7.51110 0.58975 0.42494 0.32
H 6.13534 1.78452 2.04467 0.39
H 5.10228 0.69281 1.12989 0.17
H 5.43007 3.67595 0.56386 0.42
H 4.10831 2.96040 1.49782 0.36
H 4.66629 2.34682 -1.44272 0.38
H 3.43023 3.46703 -0.81138 0.32
H -0.32611 0.79747 1.49720 0.60
H -2.35911 0.18929 1.12494 0.30
H -3.88712 -0.77826 3.02079 0.42
H -3.85984 -2.19573 1.95374 0.38
H -5.85335 0.26430 2.99410 0.38
H -7.77375 1.30338 1.87422 0.46
H -6.29735 -0.06898 -1.89116 0.51
H 0.02366 -3.12767 -0.19043 0.46
H 2.12181 -2.54083 -1.31445 0.33
H 3.69580 -1.78584 -2.61310 0.38
H 5.35057 -1.21864 -2.92277 0.38
H 5.97603 -1.66779 -0.56155 0.25
H 5.34751 -3.13606 -1.32208 0.39
H 4.33364 -2.21348 -0.20551 0.33
```

Results
M	487.44	g/mol
gap between HOMO and LUMO	8.1	eV
SMILES	CCCCn1nc2cc(C(=O)NCc3ccc(C(F)(F)F)cc3C(F)(F)F)ccc2c1OCC
E_tot	-49096.04996	eV
energy relative to the best compared isomer or geometry (same formula, charge and spin)	0.0724	eV
HOMO energy	-7.773	eV